Entry 1:
Entry from the Open Molecules 2025 dataset: C43H106N7O17Sr2 as an isolated structure (ωB97M-V/def2-TZVPD).

Calculated values
Energy: -3424.80618 Eh
LUMO energy: -9.25 eV
Total charge: +3

Each line ends with the Löwdin charge.
Geometry (Å):
Sr: -2.75 3.78 -1.01  1.676
Sr: -3.90 -0.57 -1.45  1.637
O: 0.12 0.71 0.37  0.116
C: -1.12 0.56 -0.08  -0.848
O: -1.55 -0.57 -0.42  -0.124
O: -1.86 1.52 -0.19  -0.148
H: 0.45 -0.20 0.44  0.071
C: -1.18 -1.45 6.28  -0.096
O: -1.82 -0.36 5.70  -0.172
C: -1.41 -0.22 4.36  -0.222
C: -1.69 1.19 3.83  -0.189
N: -0.49 2.03 3.95  -0.051
C: -0.23 2.48 5.34  -0.179
C: -1.41 3.23 5.93  -0.232
O: -1.03 4.05 7.00  -0.157
C: -0.15 5.13 6.70  -0.095
H: -1.45 -1.47 7.34  0.101
H: -0.09 -1.38 6.27  0.089
H: -1.61 -2.34 5.81  0.083
H: -2.06 -0.91 3.80  0.101
H: -0.37 -0.46 4.14  0.106
H: -2.57 1.70 4.21  0.113
H: -1.87 1.12 2.76  0.084
H: 0.35 1.53 3.64  0.048
H: 0.66 3.10 5.35  0.090
H: 0.02 1.62 5.97  0.122
H: -2.01 2.51 6.49  0.130
H: -2.06 3.73 5.21  0.106
H: 0.86 4.87 6.40  0.071
H: -0.10 5.83 7.53  0.096
H: -0.49 5.76 5.86  0.078
C: 7.04 2.12 -5.78  -0.116
O: 6.32 1.06 -5.21  -0.200
C: 6.12 -0.08 -6.05  -0.210
C: 5.47 -1.23 -5.25  -0.209
N: 4.32 -0.93 -4.47  -0.056
C: 3.24 -0.38 -5.29  -0.184
C: 1.97 -0.15 -4.42  -0.200
O: 2.25 0.87 -3.46  -0.159
C: 1.07 1.34 -2.85  -0.109
H: 7.15 2.88 -5.01  0.088
H: 6.62 2.50 -6.71  0.091
H: 8.09 1.88 -5.93  0.090
H: 7.06 -0.40 -6.51  0.126
H: 5.47 0.24 -6.87  0.109
H: 6.28 -1.70 -4.68  0.120
H: 5.16 -2.06 -5.90  0.121
H: 4.50 -0.20 -3.78  0.093
H: 2.99 -1.08 -6.09  0.112
H: 3.51 0.57 -5.76  0.119
H: 1.67 -1.11 -3.99  0.106
H: 1.18 0.09 -5.14  0.103
H: 0.55 0.54 -2.31  0.071
H: 0.37 1.65 -3.64  0.076
H: 1.24 2.14 -2.14  0.088
C: 3.99 -3.21 3.20  -0.096
O: 3.12 -2.20 3.68  -0.228
C: 3.78 -1.04 4.22  -0.159
C: 2.72 0.07 4.46  -0.155
N: 1.96 0.49 3.28  -0.059
C: 2.69 1.38 2.36  -0.175
C: 2.69 2.79 2.85  -0.220
O: 4.02 3.19 3.12  -0.192
C: 4.12 4.57 3.44  -0.086
H: 5.06 -3.02 3.25  0.100
H: 3.83 -3.26 2.12  0.066
H: 3.67 -4.17 3.61  0.095
H: 4.42 -0.68 3.41  0.111
H: 4.35 -1.35 5.09  0.133
H: 3.32 0.86 4.91  0.129
H: 1.94 -0.23 5.16  0.102
H: 1.61 -0.32 2.79  0.078
H: 2.07 1.40 1.46  0.085
H: 3.65 1.05 1.96  0.111
H: 2.07 2.94 3.74  0.103
H: 2.33 3.47 2.06  0.102
H: 3.50 4.78 4.31  0.087
H: 3.90 5.12 2.52  0.085
H: 5.16 4.75 3.73  0.097
C: -4.60 0.09 1.89  -0.054
O: -4.02 -0.90 1.01  -0.347
C: -4.61 -2.18 1.33  -0.174
C: -3.90 -3.21 0.46  -0.178
N: -4.15 -3.01 -0.97  -0.182
C: -5.46 -3.52 -1.40  -0.155
C: -5.68 -3.21 -2.90  -0.139
O: -5.40 -1.80 -3.07  -0.381
C: -6.19 -1.16 -4.08  -0.064
H: -4.12 1.00 1.53  0.076
H: -4.36 -0.12 2.93  0.104
H: -5.69 0.17 1.86  0.102
H: -5.70 -2.20 1.21  0.131
H: -4.36 -2.53 2.33  0.139
H: -4.24 -4.21 0.72  0.133
H: -2.82 -3.15 0.63  0.127
H: -3.53 -3.64 -1.48  0.075
H: -6.24 -3.00 -0.85  0.121
H: -5.57 -4.57 -1.12  0.143
H: -6.74 -3.39 -3.05  0.135
H: -5.10 -3.77 -3.63  0.133
H: -7.24 -1.25 -3.82  0.105
H: -6.01 -1.50 -5.10  0.110
H: -6.04 -0.08 -4.02  0.082
C: 5.56 -0.20 0.28  -0.119
O: 4.38 -0.94 0.38  -0.216
C: 3.44 -0.61 -0.68  -0.176
C: 2.33 -1.64 -0.70  -0.153
N: 1.70 -1.67 0.64  -0.044
C: 0.87 -2.85 0.78  -0.183
C: 0.05 -2.87 2.09  -0.208
O: -0.67 -4.09 2.10  -0.181
C: -1.35 -4.32 3.29  -0.127
H: 6.17 -0.53 -0.56  0.096
H: 6.23 -0.30 1.14  0.094
H: 5.38 0.87 0.23  0.088
H: 3.97 -0.74 -1.62  0.112
H: 3.19 0.42 -0.44  0.115
H: 2.84 -2.60 -0.82  0.137
H: 1.63 -1.42 -1.50  0.099
H: 2.49 -1.80 1.26  0.083
H: 1.46 -3.77 0.83  0.135
H: 0.02 -2.94 0.10  0.101
H: -0.59 -1.99 2.11  0.103
H: 0.68 -2.81 2.98  0.118
H: -0.68 -4.52 4.13  0.098
H: -1.91 -5.26 3.26  0.094
H: -2.07 -3.54 3.57  0.068
C: -0.18 4.47 -3.42  -0.080
O: -0.37 4.16 -2.05  -0.359
C: 0.28 5.09 -1.15  -0.170
C: 0.02 4.67 0.31  -0.160
N: -1.36 5.01 0.76  -0.168
C: -1.74 4.36 2.04  -0.161
C: -3.23 4.63 2.30  -0.203
O: -4.02 4.32 1.19  -0.345
C: -5.41 4.58 1.33  -0.054
H: -0.61 3.74 -4.11  0.093
H: 0.90 4.51 -3.57  0.114
H: -0.66 5.43 -3.62  0.102
H: -0.15 6.08 -1.33  0.131
H: 1.34 5.18 -1.38  0.146
H: 0.74 5.18 0.96  0.133
H: 0.28 3.61 0.36  0.120
H: -1.54 6.01 0.78  0.132
H: -1.15 4.73 2.88  0.132
H: -1.52 3.30 1.92  0.093
H: -3.42 5.67 2.57  0.142
H: -3.50 4.09 3.21  0.131
H: -5.89 3.89 2.03  0.108
H: -5.94 4.41 0.39  0.091
H: -5.56 5.62 1.62  0.113
C: 0.47 -2.21 -7.37  -0.088
O: -0.13 -2.81 -6.22  -0.186
C: -1.43 -2.28 -5.98  -0.215
C: -2.18 -3.10 -4.90  -0.145
N: -1.92 -2.59 -3.53  -0.067
C: -0.69 -3.07 -2.87  -0.167
C: -0.88 -4.55 -2.43  -0.172
O: -2.03 -4.71 -1.61  -0.249
C: -2.16 -6.00 -1.04  -0.063
H: 0.64 -1.14 -7.20  0.074
H: -0.16 -2.28 -8.26  0.093
H: 1.43 -2.68 -7.56  0.096
H: -2.00 -2.11 -6.89  0.122
H: -1.27 -1.29 -5.53  0.104
H: -1.98 -4.17 -4.98  0.127
H: -3.25 -2.99 -5.10  0.097
H: -2.03 -1.58 -3.53  0.063
H: -0.49 -2.44 -2.00  0.079
H: 0.23 -2.92 -3.45  0.111
H: 0.01 -4.83 -1.88  0.127
H: -0.93 -5.23 -3.28  0.125
H: -1.29 -6.28 -0.44  0.103
H: -2.35 -6.71 -1.85  0.101
H: -3.06 -5.95 -0.42  0.082

Entry 2:
Entry from the Open Molecules 2025 dataset: a 2-piece molecular cluster, C2H7N5O overall (ωB97M-V/def2-TZVPD).

Calculated values
Energy: -429.14292 Eh
LUMO energy: 0.41 eV

Each line ends with the Löwdin charge.
Geometry (Å):
C: -0.33 0.47 0.30  -0.322
C: 1.19 0.28 0.57  -0.121
H: 0.40 -2.52 -0.26  0.184
H: -0.82 -2.08 1.22  0.149
H: -2.03 -0.34 -0.41  0.145
H: 1.59 0.35 1.64  0.127
H: 2.68 -1.42 -1.40  0.096
H: -2.07 2.19 -1.02  0.227
H: -2.64 2.38 0.85  0.072
N: -0.62 -1.90 0.06  -0.121
N: -0.94 -0.59 -0.41  -0.115
N: 2.19 -0.22 -0.03  -0.053
N: -0.90 1.66 0.68  -0.079
N: -2.27 1.59 0.22  -0.123
O: 1.94 -0.85 -1.19  -0.065

Number 1: largest force on an atom 6.45 eV/A. Number 2: largest force on an atom 5.80 eV/A.